{"formula": "C4H14FNO7P2S", "method": "the ωB97M-V functional and the def2-TZVPD basis", "smiles": "NCCO[C@@H](PP(=O)(O)O)S(=O)(=O)F.CO", "multiplicity": 1, "gap_ha": 0.366, "total_charge": 0, "max_force_ha_per_bohr": 0.03013, "symbols": ["N", "C", "C", "O", "C", "P", "P", "O", "O", "O", "S", "O", "O", "F", "H", "H", "H", "H", "H", "H", "H", "H", "H", "H", "C", "O", "H", "H", "H", "H"], "coordinates": [[-1.44526, -0.64405, -4.01335], [-1.06492, -0.49992, -2.60641], [-2.00785, -1.37189, -1.76804], [-1.38334, -2.17288, -0.77034], [-0.60637, -1.50600, 0.16503], [-1.46461, -0.01699, 0.95344], [-0.38101, 0.69497, 2.69185], [-0.88571, 2.05922, 2.91227], [1.18985, 0.55519, 2.60306], [-0.73441, -0.30719, 3.87553], [-0.25311, -2.84653, 1.33786], [0.56650, -3.79566, 0.66256], [-1.45828, -3.25054, 1.97325], [0.64877, -2.11361, 2.36713], [-1.30982, -1.60013, -4.31362], [-0.89473, -0.02972, -4.59520], [-1.24998, 0.54361, -2.35892], [-0.01805, -0.74364, -2.41449], [-2.82310, -0.78754, -1.34106], [-2.47535, -2.08607, -2.43938], [0.37190, -1.23335, -0.23988], [-1.14014, 1.01867, 0.06238], [1.53627, 0.94584, 1.78638], [-1.62207, -0.05834, 4.16142], [3.27111, 3.23837, -0.12981], [2.76500, 2.58236, 1.03078], [3.38741, 2.48618, -0.90532], [2.57934, 4.00709, -0.48113], [4.24351, 3.69236, 0.07053], [2.65846, 3.24020, 1.72347]]}